C28H49Cl2F5N6O14PSSi | ωB97M-V with the def2-TZVPD basis set

Geometry (Å):
C (3.179860, -2.817487, 0.467585)
C (3.730137, -2.041839, -0.470600)
C (4.210054, -0.595173, -0.222413)
P (5.155791, -0.669647, 1.467356)
N (3.955151, -0.706628, 2.714728)
O (6.012060, -2.091082, 1.569666)
N (3.071507, 0.265500, 0.187245)
C (1.856611, 0.116420, -0.719658)
C (0.717507, -0.744070, -0.108010)
O (-0.485900, 0.020415, -0.040752)
Si (-1.614899, -0.534728, 1.109198)
C (-1.709002, 0.522981, 2.676804)
C (-1.388512, -2.331274, 1.652102)
C (-3.331852, -0.398050, 0.308145)
C (3.401953, 1.625292, -0.093860)
N (2.930895, 2.664199, 0.621933)
C (3.295596, 4.027771, 0.133797)
Cl (2.554499, 4.208318, -1.512213)
C (2.891034, 5.287497, 0.932056)
C (1.444890, 5.829985, 0.707850)
Cl (3.406934, 5.312976, 2.651107)
S (1.995075, 2.356033, 2.014142)
O (1.079065, 3.395795, 2.284348)
O (1.377856, 1.090801, 2.038302)
F (3.089091, 2.371517, 3.146097)
N (4.194938, 1.544345, -1.179908)
N (5.133349, 2.499125, -1.594779)
C (4.891076, 0.214261, -1.375706)
C (4.808867, -0.300889, -2.846797)
C (3.731782, 0.371494, -3.756139)
C (4.179288, 0.210639, -5.237895)
F (3.870697, -1.034826, -5.742992)
C (6.444930, 0.217240, -1.127365)
C (7.069807, -1.211101, -1.158231)
O (7.596420, -1.531117, -2.453660)
C (8.300235, -1.209579, -0.199978)
N (9.353295, -0.264556, -0.611083)
H (3.430739, -3.882183, 0.417688)
H (2.554053, -2.439502, 1.278967)
H (3.769066, -2.513865, -1.460767)
H (4.421968, -0.341692, 3.544733)
H (3.693697, -1.668463, 2.947386)
H (5.445856, -2.725821, 2.042209)
H (1.432267, 1.122460, -0.882155)
H (2.126498, -0.318753, -1.691743)
H (1.012979, -0.963185, 0.933100)
H (0.582324, -1.694151, -0.649052)
H (-0.881403, 0.295570, 3.373879)
H (-2.653207, 0.405822, 3.224586)
H (-1.546938, 1.571307, 2.367226)
H (-1.907657, -2.520191, 2.607996)
H (-1.863059, -3.002709, 0.917185)
H (-0.342031, -2.639842, 1.815206)
H (-4.013576, -1.072584, 0.835084)
H (-3.665387, 0.647331, 0.450831)
H (-3.311981, -0.570993, -0.773860)
H (4.387021, 4.063132, 0.077424)
H (3.504143, 6.087622, 0.486007)
H (1.162527, 6.529197, 1.505229)
H (1.425337, 6.415021, -0.225315)
H (0.705366, 5.032130, 0.580398)
H (4.810655, 3.155135, -2.293055)
H (5.700344, 2.915690, -0.871155)
H (4.628651, -1.386106, -2.909586)
H (5.768742, -0.158904, -3.360763)
H (3.607774, 1.452938, -3.612742)
H (2.788889, -0.194456, -3.695193)
H (3.603137, 0.964628, -5.806596)
H (5.237185, 0.491023, -5.371804)
H (6.971060, 0.760634, -1.927220)
H (6.714834, 0.763994, -0.208873)
H (6.362275, -2.010098, -0.889931)
H (7.177705, -2.345652, -2.758704)
H (8.726489, -2.226608, -0.258025)
H (8.019558, -0.954674, 0.830355)
H (9.234333, 0.075052, -1.559142)
H (9.343162, 0.517695, 0.034397)
C (-7.565655, -0.089899, 0.416355)
C (-8.509693, -1.172358, 0.854913)
O (-7.838731, -2.357604, 0.433437)
C (-6.513680, -2.072411, 0.464484)
O (-5.649007, -2.890963, 0.433702)
O (-6.289720, -0.734537, 0.542690)
F (-9.695784, -1.086516, 0.205261)
H (-7.720056, 0.206949, -0.621937)
H (-7.623062, 0.794786, 1.047685)
H (-8.688939, -1.210043, 1.936243)
C (-4.589243, -0.310605, -3.267398)
C (-4.857189, 0.589324, -4.443414)
O (-6.265835, 0.544933, -4.556037)
C (-6.742803, 0.316666, -3.298450)
O (-7.868646, 0.479857, -2.968602)
O (-5.756100, -0.115309, -2.465866)
F (-4.309654, 0.094522, -5.580020)
H (-4.517436, -1.361237, -3.554860)
H (-3.690044, -0.032357, -2.723879)
H (-4.534472, 1.623454, -4.304161)
C (-10.523203, -3.308598, 4.879495)
C (-11.815512, -2.541379, 4.959954)
O (-11.413797, -1.221702, 4.628922)
C (-10.337269, -1.345934, 3.809228)
O (-9.904661, -0.471463, 3.129042)
O (-9.819945, -2.598697, 3.856360)
F (-12.315586, -2.545916, 6.216568)
H (-9.954844, -3.263601, 5.809903)
H (-10.668651, -4.350980, 4.605432)
H (-12.584267, -2.874892, 4.260322)

Atoms 1-6, force components in eV/Å:
C 0.09 -0.34 0.03
C -0.28 0.66 -0.38
C -2.09 -1.44 0.22
P 1.47 1.85 0.72
N 0.90 -1.19 -0.70
O -1.47 0.44 0.16

Summary:
Total charge: +1
HOMO level, eV: -11.35
HOMO-LUMO gap, eV: 7.6
Calculated total energy, a.u.: -4926.64040

C28H49Cl2FO7 | ωB97M-V with the def2-TZVPD basis set

Geometry (Å):
F (-6.136781, 5.019793, 0.170844)
C (-4.811071, 5.032543, -0.170686)
C (-4.231221, 6.107253, -0.807166)
C (-2.868091, 6.072103, -0.981576)
C (-2.039431, 4.980373, -0.657766)
C (-2.642301, 3.879603, -0.114076)
C (-4.012551, 3.915393, 0.122384)
H (-4.854331, 6.969663, -0.992596)
H (-2.435391, 6.974253, -1.388126)
H (-0.964041, 5.051123, -0.727876)
H (-2.032131, 3.052663, 0.218004)
H (-4.493021, 3.058763, 0.571524)
C (-4.239421, 0.798673, -3.858316)
C (-4.785401, -0.636937, -3.786416)
C (-5.821961, -0.925357, -4.813496)
O (-4.351501, -1.493177, -3.018576)
H (-4.169541, 1.187413, -4.874236)
H (-3.247091, 0.731323, -3.412386)
H (-4.862801, 1.455913, -3.252066)
H (-6.798231, -0.742467, -4.364556)
H (-5.813081, -1.984547, -5.070676)
H (-5.713121, -0.264117, -5.673146)
C (3.277889, 5.644333, -6.093306)
C (2.715799, 5.608393, -4.678616)
C (1.555789, 4.714993, -4.521496)
O (3.168379, 6.244833, -3.739756)
H (3.872549, 6.542953, -6.257476)
H (2.442259, 5.630163, -6.793046)
H (3.901389, 4.778563, -6.316446)
H (1.532869, 4.129443, -3.602416)
H (1.521629, 3.919393, -5.265776)
H (0.666979, 5.345643, -4.541456)
C (4.478639, -1.389877, 2.734944)
C (3.517429, -1.422857, 3.913634)
C (2.870479, -2.694227, 4.178994)
O (3.151769, -0.396117, 4.489394)
H (3.989099, -0.834027, 1.935264)
H (4.755409, -2.411067, 2.472894)
H (5.377989, -0.833727, 2.999464)
H (3.459869, -3.226357, 4.925704)
H (2.736009, -3.203677, 3.224804)
H (1.856979, -2.559167, 4.556734)
C (3.841289, -6.986897, 0.803734)
C (3.294969, -6.154257, -0.343796)
C (3.690789, -6.650887, -1.720136)
O (2.585719, -5.132037, -0.221026)
H (3.238549, -7.893717, 0.853494)
H (3.799619, -6.402117, 1.722644)
H (4.900689, -7.210607, 0.678294)
H (4.773179, -6.531167, -1.767156)
H (3.255589, -6.098367, -2.552866)
H (3.528169, -7.710107, -1.919366)
C (3.660279, -2.116547, -4.180746)
C (3.933099, -0.676987, -4.687396)
C (5.196469, 0.035573, -4.164716)
O (3.216449, -0.184537, -5.598586)
H (4.575419, -2.702867, -4.097856)
H (2.911009, -2.550007, -4.843156)
H (3.188429, -2.039827, -3.201166)
H (5.384809, 0.957623, -4.714666)
H (6.114099, -0.502287, -4.402916)
H (5.189469, 0.234373, -3.093016)
C (-2.190111, -4.038997, 4.916284)
C (-3.101521, -4.706527, 5.945504)
C (-4.444101, -4.076697, 6.246794)
O (-2.836661, -5.738797, 6.528514)
H (-1.480051, -4.745117, 4.485804)
H (-1.662411, -3.251077, 5.453694)
H (-2.835481, -3.551177, 4.185774)
H (-5.170001, -4.790597, 6.636044)
H (-4.831761, -3.563297, 5.366884)
H (-4.404311, -3.316427, 7.026864)
C (-1.165561, 1.761393, 5.505974)
C (-2.249201, 2.847163, 5.515684)
C (-1.911741, 4.313483, 5.433234)
O (-3.433761, 2.459273, 5.449734)
H (-0.910801, 1.444573, 6.517324)
H (-0.261891, 2.026523, 4.957164)
H (-1.547051, 0.866643, 5.014054)
H (-1.611101, 4.494723, 4.401314)
H (-1.080981, 4.621213, 6.068254)
H (-2.746731, 4.984273, 5.635584)
Cl (-0.407221, -1.067497, 1.489154)
C (-0.040031, -0.761507, -0.191166)
Cl (1.239319, 0.468443, -0.506796)
H (0.262199, -1.679227, -0.695706)
H (-0.983781, -0.512967, -0.676626)

Atoms 1-6, force components in eV/Å:
F 1.04 0.06 -0.40
C 0.60 -1.39 0.12
C -0.85 -0.11 0.87
C 1.16 0.32 -0.56
C -0.64 1.34 -0.13
C -0.45 0.04 0.36

Summary:
Structure (SMILES): Fc1ccccc1.CC(C)=O.CC(C)=O.CC(C)=O.CC(C)=O.CC(C)=O.CC(C)=O.CC(C)=O.ClCCl
HOMO level, eV: -9.31
HOMO-LUMO gap, eV: 9.6
Calculated total energy, a.u.: -2643.13280
Energy relative to the best compared isomer or geometry (same formula, charge and spin), kJ/mol: 0.00

C28H49FN2O10P2 | ωB97M-V with the def2-TZVPD basis set

Geometry (Å):
C (-0.138418, 2.637229, 0.755924)
C (0.006009, 2.161427, 2.240402)
C (1.312819, 2.772738, 2.784295)
O (1.775749, 3.801870, 2.369395)
O (1.927381, 2.080313, 3.817588)
C (2.723214, 0.996462, 3.279954)
C (2.321834, -0.370956, 3.875930)
C (2.722774, -1.583700, 3.034668)
C (1.766464, -2.556472, 2.851127)
C (2.057022, -3.752940, 2.110458)
C (3.304757, -3.897917, 1.573478)
C (4.339553, -2.917806, 1.717962)
N (5.541925, -3.173017, 1.118253)
C (6.382861, -2.186627, 1.336895)
C (6.127321, -1.010648, 2.126986)
C (7.204547, 0.069549, 2.315320)
C (8.108941, 0.290158, 1.077292)
C (8.148250, 1.769474, 0.615292)
F (9.419792, -0.076285, 1.424647)
N (4.964895, -0.787124, 2.700288)
C (4.034221, -1.764979, 2.469301)
H (-0.915012, 2.081299, 0.213338)
H (0.849008, 2.529949, 0.282866)
H (-0.383477, 3.709732, 0.812407)
H (-0.847524, 2.482430, 2.859939)
H (0.035598, 1.057974, 2.304446)
H (2.763710, 1.013946, 2.177298)
H (3.752661, 1.207081, 3.614588)
H (2.680896, -0.465774, 4.914840)
H (1.217181, -0.371783, 3.944292)
H (0.771505, -2.427553, 3.287911)
H (1.326249, -4.551886, 1.967221)
H (3.535507, -4.812814, 1.015861)
H (7.375208, -2.273995, 0.873806)
H (6.631469, 1.005429, 2.454433)
H (7.779485, -0.072873, 3.243675)
H (7.783533, -0.313181, 0.216399)
H (8.768014, 2.331276, 1.334705)
H (8.656702, 1.781004, -0.364128)
H (7.137982, 2.195116, 0.523051)
C (-0.744261, 6.296812, -0.748721)
C (-1.633207, 7.305821, -1.452620)
O (-2.885261, 6.741410, -1.847990)
P (-3.944647, 6.321012, -0.657611)
O (-4.462088, 7.668412, -0.252471)
O (-5.266295, 5.844492, -1.516207)
C (-6.512384, 6.533710, -1.441956)
C (-6.600868, 7.623737, -2.493609)
O (-3.400697, 4.759968, -0.604824)
C (-3.839102, 3.713928, -1.482844)
C (-3.558566, 3.946554, -2.952610)
H (-1.179057, 5.989722, 0.206802)
H (0.240417, 6.721203, -0.547847)
H (-0.624812, 5.397405, -1.353549)
H (-1.808884, 8.176171, -0.813213)
H (-1.141971, 7.657256, -2.360474)
H (-6.680918, 6.926113, -0.440097)
H (-7.297771, 5.795802, -1.621688)
H (-5.707996, 8.248002, -2.514803)
H (-7.468195, 8.261890, -2.317191)
H (-6.695003, 7.180387, -3.487482)
H (-4.892734, 3.499815, -1.307160)
H (-3.294118, 2.820814, -1.167861)
H (-4.063160, 4.825857, -3.345413)
H (-3.893887, 3.083330, -3.530205)
H (-2.488590, 4.086536, -3.119436)
C (1.099013, -6.701546, -1.618153)
C (0.402327, -5.398110, -1.969603)
O (-1.020399, -5.506144, -1.914216)
P (-1.720420, -5.721514, -0.425604)
O (-1.586823, -4.293923, 0.033879)
O (-3.323824, -5.659539, -0.790319)
C (-4.179084, -4.631382, -0.294468)
C (-4.228891, -3.451781, -1.247456)
O (-1.707550, -7.361139, -0.682319)
C (-2.707755, -8.077880, -1.420942)
C (-2.849641, -7.674615, -2.873747)
H (0.925983, -6.972921, -0.572369)
H (2.176443, -6.614543, -1.767884)
H (0.721653, -7.520492, -2.230654)
H (0.734441, -4.594224, -1.304653)
H (0.658426, -5.109917, -2.989701)
H (-3.881180, -4.327105, 0.708175)
H (-5.178609, -5.062327, -0.202963)
H (-3.235090, -3.137422, -1.565360)
H (-4.731890, -2.601510, -0.784142)
H (-4.774523, -3.723705, -2.153711)
H (-3.662353, -8.026400, -0.898338)
H (-2.401576, -9.125786, -1.384991)
H (-3.149002, -6.636770, -2.997795)
H (-3.604580, -8.299485, -3.354187)
H (-1.901648, -7.802106, -3.399798)

Atoms 1-6, force components in eV/Å:
C 0.01 0.15 1.11
C 0.48 -0.15 -0.77
C -0.33 0.26 0.26
O -0.28 -0.63 0.35
O -0.48 -0.11 -0.89
C 1.35 -0.15 0.87

Summary:
Structure (SMILES): CCC(=O)OCCc1cccc2ncc(C[C@@H](C)F)nc12.CCOP(=O)(OCC)OCC.CCOP(=O)(OCC)OCC
HOMO level, eV: -9.09
HOMO-LUMO gap, eV: 7.9
Calculated total energy, a.u.: -2740.79042
Energy relative to the best compared isomer or geometry (same formula, charge and spin), kJ/mol: 155.47

C28H49N2O11 | ωB97M-V with the def2-TZVPD basis set

Geometry (Å):
C (-0.068550, -0.606607, 4.176625)
C (-1.085306, -1.226132, 3.222898)
C (-1.383771, -2.693570, 3.495064)
C (-0.191396, -3.586481, 3.203242)
O (0.221473, -3.344702, 1.829934)
C (1.474109, -2.888622, 1.598899)
C (1.591974, -2.288813, 0.218880)
N (2.953758, -1.820259, -0.032563)
C (4.030229, -2.778611, 0.209535)
C (3.867961, -3.570308, 1.498437)
N (2.464402, -4.076508, 1.620284)
H (0.135929, 0.429887, 3.906613)
H (0.893652, -1.129554, 4.187058)
H (-0.443210, -0.612488, 5.202622)
H (-2.022134, -0.674478, 3.279506)
H (-0.747263, -1.116213, 2.187847)
H (-2.220290, -3.040217, 2.883174)
H (-1.678345, -2.840255, 4.539093)
H (-0.443862, -4.644999, 3.277540)
H (0.645978, -3.370949, 3.878848)
H (1.865500, -2.205988, 2.362813)
H (1.229414, -3.041204, -0.503444)
H (0.906875, -1.439557, 0.163816)
H (2.995971, -1.560090, -1.011056)
H (4.955790, -2.214292, 0.343274)
H (4.198523, -3.474775, -0.624663)
H (4.543383, -4.422413, 1.531353)
H (4.042324, -2.953766, 2.380391)
H (2.228208, -4.678552, 0.826525)
H (2.333435, -4.629943, 2.468763)
O (-3.651429, -0.260496, 1.664691)
C (-3.352818, -0.349817, 0.507136)
O (-3.550952, 0.642702, -0.379778)
C (-3.067595, 0.257339, -1.684445)
C (-2.099881, -0.899631, -1.438987)
C (-2.695222, -1.527908, -0.187260)
H (-3.930119, -0.049101, -2.279824)
H (-2.620483, 1.141396, -2.130804)
H (-2.035152, -1.566457, -2.296278)
H (-1.098424, -0.560487, -1.179737)
H (-3.477662, -2.264184, -0.390378)
H (-1.969906, -1.987550, 0.481327)
O (1.093609, 0.046178, -0.722736)
C (1.972180, 0.219090, -1.530940)
O (1.772124, -0.003573, -2.838467)
C (3.002109, 0.201926, -3.581917)
C (3.850688, 1.101213, -2.695584)
C (3.394896, 0.684919, -1.301790)
H (3.447302, -0.782066, -3.747928)
H (2.734937, 0.648101, -4.533399)
H (4.918453, 0.998832, -2.869357)
H (3.580539, 2.140362, -2.880361)
H (3.964536, -0.160152, -0.902836)
H (3.403790, 1.469550, -0.548752)
O (1.467692, 2.646407, -4.737751)
C (0.322806, 2.431877, -5.017970)
O (-0.115291, 2.404335, -6.293718)
C (-1.541612, 2.208060, -6.333615)
C (-1.890429, 1.549852, -4.999808)
C (-0.833816, 2.147975, -4.078631)
H (-2.015173, 3.185202, -6.446112)
H (-1.760180, 1.603195, -7.209109)
H (-2.917036, 1.745308, -4.697222)
H (-1.751085, 0.470036, -5.075167)
H (-1.146621, 3.102165, -3.646198)
H (-0.486089, 1.504725, -3.272739)
O (6.455464, 3.300586, -2.152786)
C (5.730645, 4.189643, -1.810389)
O (4.616956, 4.508928, -2.509476)
C (3.970079, 5.659830, -1.934579)
C (4.453584, 5.706651, -0.487193)
C (5.851934, 5.110477, -0.610696)
H (4.281817, 6.540107, -2.499951)
H (2.898593, 5.522695, -2.054081)
H (4.427319, 6.712040, -0.074175)
H (3.826766, 5.065097, 0.134159)
H (6.607916, 5.862089, -0.849294)
H (6.199524, 4.547970, 0.251814)
O (-7.309598, -1.924144, 6.695346)
C (-7.214873, -1.420705, 5.616322)
O (-6.014256, -1.257307, 5.003955)
C (-6.169692, -0.554571, 3.757514)
C (-7.626406, -0.772261, 3.356836)
C (-8.307785, -0.872508, 4.715715)
H (-5.947144, 0.501207, 3.928549)
H (-5.435172, -0.951887, 3.064992)
H (-8.005040, 0.023838, 2.719968)
H (-7.727028, -1.717867, 2.821720)
H (-8.599142, 0.103540, 5.111227)
H (-9.177912, -1.522312, 4.759642)

Atoms 1-6, force components in eV/Å:
C 0.00 0.00 0.07
C -0.05 0.17 0.09
C 0.12 -0.19 0.05
C 0.03 0.20 -0.06
O -0.09 -0.38 -0.17
C 0.22 0.11 -0.05

Summary:
Total charge: +1
HOMO level, eV: -11.31
HOMO-LUMO gap, eV: 8.6
Calculated total energy, a.u.: -2033.26998
Energy relative to the best compared isomer or geometry (same formula, charge and spin), kJ/mol: 51.50